1.
Computed, not measured: a structure of composition C24H44IrP2, with ωB97M-V/def2-TZVPD.

```
71
Properties=species:S:1:pos:R:3:forces:R:3
Ir 2.0110 -0.6586 -0.1397 -1.116 0.256 0.247
C -0.6987 -0.9152 2.0797 0.526 0.543 0.666
C -0.3944 -1.9210 1.1665 0.136 -0.365 -0.329
C 1.6375 -0.9516 1.9214 -0.921 -2.192 1.266
C 0.4765 -0.2946 2.5110 -0.951 0.221 0.084
C 1.0711 -2.0504 1.0087 -0.525 0.889 1.958
C -2.0493 -0.6907 2.6742 -0.170 -0.056 -0.141
H -2.7992 -1.2834 2.1494 -0.054 0.177 -0.012
H -2.3479 0.3593 2.6689 0.004 0.020 -0.038
H -2.0813 -1.0159 3.7164 0.166 0.001 0.056
C 0.4876 0.7009 3.6034 -0.144 0.434 0.316
H -0.2040 1.5314 3.3833 0.266 -0.139 0.067
H 1.4848 1.1024 3.7858 -0.130 0.103 0.010
H 0.1238 0.2543 4.5466 0.165 0.116 -0.240
C 2.8021 -1.2325 2.8221 0.533 0.331 0.311
H 2.6252 -2.1310 3.4481 -0.084 0.313 -0.365
H 2.9745 -0.4005 3.5202 -0.010 -0.225 -0.262
H 3.7362 -1.3961 2.2777 -0.063 -0.090 -0.002
C 1.5848 -3.4485 1.1190 0.769 -0.244 -0.309
H 1.5552 -3.7729 2.1698 -0.065 -0.017 -0.191
H 2.6270 -3.5415 0.7782 -0.262 -0.080 0.102
H 0.9549 -4.1112 0.5291 0.175 -0.191 0.005
C -1.3714 -2.9129 0.6770 -0.484 -0.477 -0.216
H -1.7366 -3.5578 1.4999 0.112 0.194 -0.260
H -0.9530 -3.5809 -0.0818 -0.072 0.144 0.060
H -2.2632 -2.4357 0.2456 0.186 -0.064 0.094
C -2.7077 3.4006 1.4715 -0.595 0.709 0.694
C -3.9192 2.8444 1.5874 0.189 0.087 0.459
C -4.6249 1.8910 0.6645 -0.586 -0.310 -0.371
C -4.7422 2.3361 -0.8289 0.542 1.052 0.893
C -3.5600 1.9130 -1.6456 -0.458 0.047 -0.210
C -2.4620 1.3378 -1.1438 0.901 -0.976 -0.206
C -1.5298 1.7165 -0.0396 -0.434 -0.577 0.949
C -1.6119 3.1417 0.4954 0.683 -0.293 -0.192
H -5.6544 1.7590 1.0489 0.495 0.085 -0.153
H -4.8638 3.4262 -0.9047 -0.402 -0.125 0.238
H -4.1609 0.8838 0.7149 -0.209 0.413 -0.163
H -1.6113 3.8434 -0.3599 -0.072 -0.123 0.359
H -2.4513 4.1908 2.2025 -0.203 -0.626 -0.224
H -4.5036 3.0703 2.4928 0.333 0.301 -0.494
H -0.6654 3.3080 1.0482 -0.355 0.125 -0.315
H -1.5937 0.9718 0.7660 0.072 0.344 0.137
H -2.1170 0.3808 -1.5583 0.247 1.020 -0.952
H -0.5032 1.5484 -0.4313 -0.634 0.183 0.173
H -5.6512 1.8705 -1.2538 0.561 0.160 -0.061
H -3.6512 2.0390 -2.7296 -0.575 -1.293 0.073
P 1.0808 0.2755 -1.9532 -1.216 1.077 -2.587
C 0.8261 2.0068 -2.4682 -0.262 0.477 0.565
C -0.2527 -0.3317 -3.0735 -0.470 -0.225 -0.320
P 3.0365 -1.4874 -1.8391 0.830 -0.758 -3.081
C 2.5776 -0.1131 -2.9729 0.120 -0.511 0.393
C 1.8553 -2.7488 -2.5146 0.548 -0.700 0.013
C 4.7728 -1.7827 -2.1894 0.639 -0.618 -0.188
H 1.3191 2.7319 -1.8160 0.004 -0.059 -0.180
H -0.2581 2.1768 -2.4408 0.344 0.269 -0.102
H 1.1978 2.0865 -3.4954 -0.117 0.102 0.210
H 0.0858 -0.1662 -4.1079 -0.068 -0.250 0.264
H -1.1281 0.3141 -2.9354 0.430 -0.260 -0.115
H -0.5999 -1.3629 -2.9371 0.315 0.210 -0.042
H 5.0634 -1.3803 -3.1721 -0.218 -0.287 0.263
H 5.0032 -2.8534 -2.1355 0.104 0.217 -0.026
H 5.3663 -1.2639 -1.4311 -0.101 -0.080 -0.034
H 3.3398 0.6793 -2.9579 -0.392 -0.144 -0.007
H 2.3268 -0.4696 -3.9796 0.294 0.315 0.088
H 2.2656 -3.7506 -2.3299 -0.126 0.133 -0.195
H 1.6530 -2.5946 -3.5858 0.225 -0.164 0.352
H 0.9095 -2.6875 -1.9609 0.340 0.046 -0.125
C 3.0461 1.0803 0.0747 0.782 1.143 1.744
H 3.1718 1.8118 -0.7175 0.000 -0.280 -0.567
H 4.0013 0.6237 0.3530 0.342 0.702 0.083
H 2.6721 1.6875 0.9086 0.166 -0.161 0.082
```
Positions in Å, forces in eV/Å.

Properties
E_LUMO (alpha / beta) = -1.97 / -5.11 eV
HOMO level (alpha / beta) = -8.961 / -10.331 eV
2S+1 = 5
E_tot = -1727.41282 Ha
expectation value of S² = 6.014
charge = +1

Let us look at the Löwdin charges, expressed in e, one per atom: 0.9513 -0.2133 -0.2021 -0.3732 -0.2101 -0.4681 -0.0082 0.0795 0.0761 0.1033 -0.0237 0.0899 0.0776 0.1055 -0.0371 0.1081 0.0831 0.0821 -0.0564 0.1036 0.0825 0.0714 -0.0339 0.1130 0.0740 0.0913 -0.1169 -0.1118 -0.1904 -0.1732 -0.0954 -0.1499 -0.2102 -0.1843 0.1108 0.1180 0.1069 0.1284 0.1094 0.1064 0.1126 0.0855 0.0822 0.0515 0.1213 0.1092 0.6675 -0.2302 -0.2380 0.6105 -0.4567 -0.2261 -0.2278 0.0551 0.0357 0.0658 0.0642 0.0118 0.0503 0.0623 0.0549 0.0502 0.0732 0.0637 0.0562 0.0595 0.0163 -0.3030 -0.0037 -0.0019 0.0143

2.
Computed, not measured: the molecule C12H20N4O3, with ωB97M-V/def2-TZVPD.

```
39
Properties=species:S:1:pos:R:3:forces:R:3
C -3.5080 1.2380 -0.8203 0.472 -1.178 -2.558
C -2.2676 0.2210 -0.6102 -2.008 0.537 0.156
C -2.5785 -1.0062 -1.5732 -2.651 -0.811 0.163
C -2.1072 -0.0924 0.8982 -1.131 -3.006 -0.823
C -1.2027 -1.3300 1.2579 -2.143 -1.122 0.492
N -1.3080 -1.4880 2.8292 1.058 1.120 -2.756
C 0.1695 -1.0193 0.7944 1.449 -1.420 -1.378
O 0.9419 -0.5495 1.6136 0.727 0.455 0.123
N 0.5849 -1.4563 -0.4885 -1.544 0.190 1.928
C 1.8886 -1.2232 -1.0976 0.332 0.270 -1.420
C 2.0498 0.2882 -1.4057 2.164 -0.296 -1.202
C 2.0613 1.2554 -0.3097 0.834 0.026 1.862
C 3.1008 1.7682 0.4614 -1.346 -0.711 -1.862
N 2.5872 2.9353 0.9741 -0.589 0.953 0.403
C 1.2517 3.0224 0.5863 1.893 -3.956 -0.266
N 0.8950 1.8959 -0.0626 0.459 3.173 -0.174
C 3.2073 -1.7952 -0.3466 -1.564 1.138 1.739
O 4.2286 -1.9979 -0.9381 -0.799 -0.204 0.553
O 3.0557 -1.8468 1.0635 0.189 0.507 -2.867
H -3.4825 2.1300 -0.2715 0.797 1.281 1.101
H -3.4176 1.5691 -1.9184 -0.394 -0.462 1.465
H -4.5580 0.9170 -0.6570 0.782 -0.735 -0.142
H -1.4469 0.8619 -0.9035 0.603 -0.438 -0.456
H -3.7057 -1.3874 -1.3920 2.390 0.955 -0.057
H -2.0526 -1.9827 -1.6541 0.384 0.726 0.941
H -2.6221 -0.7454 -2.6352 0.097 0.693 0.194
H -3.1147 -0.3036 1.3072 0.522 0.014 -0.033
H -1.6618 0.6364 1.5099 0.364 1.698 0.298
H -1.4777 -2.3279 0.7442 -0.134 1.634 0.910
H -0.4509 -1.0116 3.1192 -0.370 1.117 0.169
H -0.8993 -2.3667 3.0184 -0.220 -2.097 0.097
H -0.1889 -1.7140 -1.1194 0.856 0.163 0.619
H 1.8088 -1.6558 -2.1482 0.427 -0.050 1.551
H 3.0073 0.4419 -2.0370 -1.409 -0.442 0.959
H 1.2311 0.7110 -1.9931 -0.112 -0.864 -0.395
H 4.0155 1.2064 0.6000 0.370 1.043 0.252
H 3.1245 3.7156 1.3742 -0.497 -0.903 -0.148
H 0.5666 3.7109 0.9142 -1.106 1.799 0.772
H 2.2745 -1.2250 1.3163 0.850 -0.795 -0.209
```
Positions in Å, forces in eV/Å.

Properties
E_LUMO = 0.59 eV
HOMO level = -8.503 eV
relative energy (zero: lowest compared OMol25 entry of this formula, charge and spin) = 78.16 kcal per mole
E_tot = -913.95219 Ha
charge = 0

Let us look at the Löwdin charges, expressed in e, one per atom: -0.0839 -0.3572 -0.0918 -0.1296 -0.2481 0.0712 -0.4103 0.0436 0.1274 -0.1773 -0.1075 -0.3689 -0.0354 0.0504 -0.1245 0.1074 -0.3999 0.1100 0.0366 0.0369 0.0951 0.0764 0.0896 0.1229 0.0507 0.0603 0.1238 0.0978 0.1643 0.0560 0.0384 0.1148 0.1662 0.1557 0.1170 0.1279 0.1586 0.0861 0.0494

3.
Computed, not measured: the molecule C4H6N2, with ωB97M-V/def2-TZVPD.

```
12
Properties=species:S:1:pos:R:3:forces:R:3
C 1.0602 1.2140 1.1506 -0.164 -0.127 -0.377
C 0.3355 0.4366 0.0376 -0.195 -0.362 -0.265
C -0.6213 -0.4966 0.3690 -0.131 -0.111 0.590
N -1.0284 -1.1378 -0.7503 0.109 0.253 0.721
C -0.4175 -0.6900 -1.8435 1.307 1.748 1.611
N 0.5612 0.4624 -1.2980 -2.621 -3.486 -2.226
H 0.3275 1.4657 1.9262 0.108 -0.090 -0.148
H 1.5654 2.1480 0.8862 -0.245 -0.264 -0.454
H 1.8175 0.5753 1.6216 -0.153 0.037 -0.183
H -1.0260 -0.7778 1.3132 -0.110 -0.020 0.479
H -1.7167 -1.8794 -0.7017 0.186 0.188 -0.296
H -0.8485 -1.3237 -2.7178 1.910 2.234 0.547
```
Positions in Å, forces in eV/Å.

Properties
E_LUMO = 0.77 eV
HOMO level = -8.176 eV
relative energy (zero: lowest compared OMol25 entry of this formula, charge and spin) = 47.69 kcal per mole
E_tot = -265.45958 Ha
charge = 0

Let us look at the Löwdin charges, expressed in e, one per atom: -0.0433 -0.4040 -0.1286 -0.0410 -0.0710 0.0900 0.0689 0.0694 0.0723 0.1041 0.1517 0.1315

4.
Computed, not measured: a cluster of 6 separate species, C30H45F6O23PS in total, with ωB97M-V/def2-TZVPD.

```
106
Properties=species:S:1:pos:R:3:forces:R:3
C 5.4504 -2.0395 -2.2386 0.195 -0.011 0.154
O 4.6102 -0.9629 -2.5655 -0.031 0.109 -0.286
C 3.2582 -1.2232 -2.3130 0.003 -0.127 0.123
C 2.3563 -0.2181 -3.0066 0.342 -0.079 -0.777
C 2.4305 1.1667 -2.3725 0.385 0.010 0.180
O 3.7347 1.6943 -2.4408 -0.019 -0.036 -0.144
C 4.3902 1.7620 -1.1990 0.111 0.046 -0.079
O 1.0131 -0.6954 -3.0540 -0.140 -0.014 0.234
C 0.3584 -1.0623 -1.8530 -0.388 0.060 0.000
C -1.0425 -0.4837 -1.8643 -0.132 0.481 -0.096
C -1.1674 1.0315 -1.9914 -0.106 -0.385 0.102
C -1.0268 1.8554 -0.7169 -0.194 0.306 -0.160
O -1.5713 1.2061 0.4481 0.162 -0.229 -0.349
C -2.8753 0.8867 0.3690 -0.847 0.307 -0.744
C -3.2755 -0.1065 1.4046 0.296 0.357 0.613
O -3.6351 1.3345 -0.4708 0.793 -0.290 0.638
C 0.3899 -2.6068 -1.7222 0.471 -0.117 0.444
O 0.8709 -3.0098 -0.4813 0.028 0.158 0.203
C 1.7874 -4.0956 -0.5364 0.020 0.030 0.053
S -1.2344 -3.3774 -1.9113 -0.655 0.649 0.079
O -2.0527 -3.1338 -0.7788 -0.048 -0.073 0.234
O -1.7517 -3.1737 -3.2184 0.134 -0.230 -0.413
F -0.8361 -4.8763 -1.8203 0.345 -0.601 -0.063
P 2.9161 0.0286 -4.7994 0.539 0.838 -0.358
C 3.6452 -1.5585 -5.3522 -0.271 0.123 0.196
C 1.3082 0.0262 -5.6818 0.034 -0.746 0.541
H 6.2952 -2.0430 -2.9133 0.221 0.136 -0.216
H 5.8334 -1.9435 -1.2257 -0.002 -0.029 0.298
H 4.9513 -3.0009 -2.3375 -0.209 -0.195 -0.036
H 3.0007 -2.2096 -2.7029 -0.042 -0.248 -0.070
H 3.0711 -1.2333 -1.2331 -0.100 -0.027 0.235
H 1.7806 1.8444 -2.9128 -0.394 0.156 -0.059
H 2.1348 1.0960 -1.3263 -0.363 0.122 0.221
H 4.3881 0.8078 -0.6806 -0.081 -0.219 0.178
H 3.9521 2.5338 -0.5781 -0.226 0.182 0.363
H 5.4211 2.0314 -1.3757 0.267 0.060 -0.200
H 0.8575 -0.6926 -0.9640 0.387 0.029 0.175
H -1.5669 -0.7953 -0.9720 -0.038 -0.223 0.257
H -1.5834 -0.9065 -2.6994 -0.082 -0.088 -0.284
H -0.5028 1.3834 -2.7666 0.360 0.292 -0.095
H -2.1688 1.2088 -2.3566 -0.229 0.086 -0.150
H -1.5653 2.7795 -0.8800 -0.173 0.307 0.042
H -0.0164 2.1350 -0.4562 0.344 -0.275 0.138
H -4.2114 0.1998 1.8454 -0.420 -0.100 -0.069
H -2.5408 -0.1427 2.1969 0.253 -0.078 0.156
H -3.3520 -1.0967 0.9785 -0.151 -0.222 -0.255
H 1.0299 -3.0073 -2.5015 -0.205 -0.067 -0.504
H 2.7647 -3.7712 -0.8801 0.165 0.169 -0.200
H 1.4213 -4.8971 -1.1665 -0.054 -0.189 -0.120
H 1.8974 -4.4597 0.4675 -0.031 -0.175 0.456
H 4.6646 -1.5840 -5.0024 0.290 -0.157 0.195
H 3.1116 -2.4561 -5.0563 -0.126 -0.226 0.025
H 3.6949 -1.5126 -6.4321 -0.131 -0.030 -0.337
H 0.8323 -0.9425 -5.5790 -0.234 -0.211 -0.077
H 1.4761 0.2210 -6.7294 0.083 0.248 -0.298
H 0.6350 0.7525 -5.2490 -0.097 0.358 -0.046
O 0.1791 0.5619 5.9799 0.010 -0.389 -0.179
C -0.9585 0.8504 5.8254 -0.018 0.152 -0.002
O -1.4628 2.0594 6.1313 -0.147 0.137 0.005
C -2.8209 2.1077 5.7023 -0.156 0.169 0.119
C -3.1876 0.6406 5.6613 -0.008 0.190 -0.148
F -4.1179 0.3904 4.7055 0.330 -0.164 -0.029
O -1.9410 0.0293 5.3418 -0.114 0.091 0.262
H -2.8824 2.5607 4.7122 -0.028 -0.106 -0.071
H -3.4180 2.6838 6.4025 0.096 0.004 0.103
H -3.5520 0.2431 6.6096 -0.039 -0.102 -0.055
O 2.7882 4.9013 3.7360 -0.065 0.098 -0.112
C 2.9773 3.7818 4.0754 0.086 0.018 0.007
O 2.3127 3.1419 5.0531 -0.087 -0.171 0.023
C 2.7317 1.7695 5.0644 0.078 0.035 0.169
C 4.0887 1.8659 4.4069 -0.081 -0.035 -0.214
F 4.3904 0.7596 3.6778 -0.028 -0.008 -0.053
O 3.9223 2.9620 3.5269 0.129 0.130 0.223
H 2.0350 1.1720 4.4803 0.108 -0.060 -0.100
H 2.7690 1.3830 6.0766 -0.086 0.190 0.090
H 4.9143 2.0731 5.0881 0.050 -0.060 -0.014
O -6.1283 0.3198 -6.4575 -0.085 0.098 -0.044
C -5.7060 -0.4685 -5.6877 0.090 0.032 0.181
O -4.4048 -0.5959 -5.3318 -0.095 -0.128 0.065
C -4.3189 -1.5631 -4.2773 0.261 -0.001 -0.035
C -5.5844 -2.3589 -4.4847 -0.071 0.290 0.182
F -6.0875 -2.8153 -3.3021 -0.048 0.039 -0.116
O -6.4653 -1.4000 -5.0288 0.103 -0.187 -0.231
H -4.3264 -1.0531 -3.3119 -0.126 -0.043 0.044
H -3.4193 -2.1624 -4.3611 0.053 0.124 -0.193
H -5.4875 -3.1965 -5.1764 -0.067 -0.123 0.118
O 4.8324 4.8821 6.5782 0.059 -0.237 0.037
C 4.8907 6.0544 6.4286 -0.080 0.096 0.008
O 3.8249 6.8817 6.3948 0.051 0.141 0.036
C 4.3023 8.2292 6.3361 -0.152 0.060 -0.070
C 5.6914 8.0416 5.7650 0.049 -0.024 0.225
F 6.5694 8.9605 6.2351 -0.002 -0.071 0.035
O 6.0444 6.7599 6.2546 -0.075 -0.019 -0.281
H 4.3425 8.6478 7.3423 0.130 0.016 0.009
H 3.6562 8.8407 5.7135 -0.098 -0.169 -0.070
H 5.7372 8.0338 4.6753 0.072 0.080 -0.009
O -7.6674 -8.0396 -0.0238 -0.055 -0.103 0.065
C -7.4249 -6.9022 -0.2308 -0.083 0.135 0.004
O -7.7632 -6.2259 -1.3554 0.084 0.111 0.068
C -7.4258 -4.8454 -1.1683 -0.021 0.027 -0.161
C -6.3596 -4.9280 -0.0984 -0.239 0.029 0.161
F -6.3740 -3.8514 0.7260 -0.023 -0.077 0.013
O -6.7521 -6.0791 0.6273 0.231 -0.084 -0.185
H -8.3016 -4.2998 -0.8151 0.052 0.024 0.139
H -7.0734 -4.4031 -2.0916 -0.007 -0.182 -0.119
H -5.3453 -5.0681 -0.4758 0.048 0.106 0.053
```
Positions in Å, forces in eV/Å.

Properties
E_LUMO = 0.14 eV
HOMO level = -8.292 eV
E_tot = -4239.38284 Ha
charge = 0

These are the Löwdin partial charges, in e, on atoms 1 to 99: -0.0862 -0.2023 -0.2166 -0.5245 -0.2121 -0.1917 -0.0937 -0.1079 -0.2549 -0.1254 -0.1314 -0.1355 -0.0044 -0.5366 0.0353 0.0982 -0.3104 -0.1402 -0.0549 0.6721 -0.2266 -0.2467 -0.1222 1.0137 -0.2789 -0.2804 0.0899 0.0923 0.0846 0.1051 0.1393 0.1245 0.1203 0.0808 0.0890 0.0931 0.1599 0.1035 0.1020 0.1055 0.1060 0.1255 0.1164 0.0861 0.0778 0.0867 0.1398 0.0784 0.0864 0.0981 0.0203 0.0419 0.0361 0.0341 0.0322 0.0303 0.1770 -0.5366 0.0842 -0.0495 -0.3027 0.0725 0.1304 0.1463 0.1414 0.1737 0.1697 -0.5675 0.0794 -0.0571 -0.3086 0.0660 0.1256 0.1290 0.1383 0.1711 0.1914 -0.5443 0.0773 -0.0518 -0.3000 0.0565 0.1319 0.1481 0.1087 0.1757 0.1804 -0.5483 0.0772 -0.0462 -0.3111 0.0743 0.1340 0.1438 0.1406 0.1744 0.1858 -0.5513 0.0727

> Look up the charge of the first one.

+1